(1)
The following is a quantum chemistry calculation of C9H21Ag2N4O6 as an isolated structure, from the Open Molecules 2025 dataset.

Structure (ORCA input):
```
! wB97M-V def2-TZVPD RIJCOSX def2/J DEFGRID3
* xyz 1 1
Ag -9.330 -17.703 -19.447
Ag -12.913 -12.748 -16.159
N -12.502 -16.363 -16.846
O -11.684 -15.629 -17.361
O -12.168 -17.583 -16.699
O -13.513 -15.966 -16.276
C -6.128 -19.650 -14.044
C -7.380 -19.090 -14.679
O -7.400 -18.260 -15.523
N -8.527 -19.456 -14.176
C -8.771 -20.732 -13.357
H -6.077 -20.641 -14.495
H -6.290 -19.745 -12.970
H -5.270 -19.045 -14.337
H -9.376 -19.063 -14.556
H -7.873 -21.016 -12.808
H -9.024 -21.574 -13.999
H -9.579 -20.483 -12.669
C -10.219 -13.005 -22.266
C -8.885 -13.683 -22.535
O -8.507 -14.736 -21.943
N -8.237 -13.171 -23.588
C -7.054 -13.868 -24.169
H -11.044 -13.658 -22.553
H -10.245 -11.989 -22.660
H -10.343 -12.923 -21.186
H -8.487 -12.243 -23.896
H -7.374 -14.778 -24.678
H -6.302 -14.003 -23.392
H -6.640 -13.236 -24.955
C -14.951 -20.689 -13.734
C -14.835 -22.160 -14.167
O -15.654 -22.984 -13.849
N -13.771 -22.520 -14.844
C -13.338 -23.846 -15.353
H -15.601 -20.697 -12.859
H -15.507 -20.132 -14.488
H -13.994 -20.235 -13.478
H -13.220 -21.716 -15.109
H -13.042 -23.750 -16.398
H -14.137 -24.586 -15.302
H -12.546 -24.066 -14.637
*
```

Values from the calculation:
E_LUMO = -5.78 eV
orbital gap = 4.790 eV
HOMO = -0.388 Ha



(2)
The following is a quantum chemistry calculation of a 2-piece molecular cluster, CH2BrIN2O5PSi overall, from the Open Molecules 2025 dataset.

Structure (ORCA input):
```
! wB97M-V def2-TZVPD RIJCOSX def2/J DEFGRID3
* xyz -1 1
O 3.112 0.338 -0.440
C 1.972 0.414 -0.629
N 0.772 0.502 -0.822
Si -0.225 -0.873 -0.999
I -0.152 -2.391 0.892
P -2.344 -0.203 -1.502
O -2.989 -1.703 -1.748
Br -3.011 0.261 0.556
H 0.209 -1.655 -2.190
H -2.344 -2.419 -1.753
N 1.250 1.938 2.175
O 2.484 1.887 2.350
O 0.696 3.020 1.900
O 0.571 0.883 2.210
*
```

Values from the calculation:
E_LUMO = 2.33 eV
orbital gap = 6.701 eV
HOMO = -0.161 Ha



(3)
The following is a quantum chemistry calculation of C33H38BrMoN2O3PSe2 as an isolated structure, from the Open Molecules 2025 dataset.

Structure (ORCA input):
```
! wB97M-V def2-TZVPD RIJCOSX def2/J DEFGRID3
* xyz 2 1
Mo 0.644 0.460 0.150
C -4.093 6.550 2.352
C -4.157 5.931 0.944
C -5.577 5.417 0.689
C -3.831 7.006 -0.107
C -3.126 4.825 0.850
C -3.479 3.481 0.688
C -2.483 2.544 0.577
Br -2.862 0.679 0.316
C -1.106 2.864 0.618
O -0.276 1.863 0.427
C -0.738 4.213 0.842
C -1.769 5.136 0.934
C 0.690 4.715 1.020
C 0.809 5.291 2.441
C 0.983 5.803 -0.025
C 1.758 3.625 0.862
H -4.852 7.321 2.445
H -3.129 7.012 2.547
H -4.279 5.800 3.118
H -6.281 6.244 0.699
H -5.896 4.715 1.457
H -5.651 4.943 -0.287
H -4.593 7.779 -0.083
H -3.818 6.575 -1.106
H -2.874 7.488 0.075
H -4.510 3.164 0.636
H -1.502 6.169 1.072
H 0.168 6.154 2.583
H 1.833 5.597 2.631
H 0.531 4.545 3.183
H 0.332 6.662 0.081
H 0.854 5.410 -1.031
H 2.008 6.145 0.084
H 1.633 2.831 1.611
H 2.738 4.066 1.022
H 1.745 3.207 -0.156
Se 2.749 -0.837 0.079
P 2.324 -1.176 2.227
Se 0.168 -0.698 2.361
C 3.293 0.006 3.220
C 2.654 0.976 3.987
C 3.416 1.858 4.731
C 4.800 1.768 4.710
C 5.435 0.818 3.922
C 4.684 -0.071 3.172
C 2.672 -2.891 2.677
C 2.387 -3.236 3.997
C 2.629 -4.533 4.407
C 3.130 -5.463 3.507
C 3.375 -5.118 2.186
C 3.142 -3.823 1.758
H 1.570 1.026 4.022
H 2.930 2.612 5.333
H 5.387 2.435 5.321
H 6.514 0.775 3.894
H 5.164 -0.819 2.554
H 1.972 -2.497 4.672
H 2.430 -4.818 5.428
H 3.333 -6.470 3.839
H 3.754 -5.857 1.494
H 3.320 -3.544 0.725
O 6.319 0.094 -4.013
C 5.429 0.126 -5.090
N 4.140 0.412 -4.502
C 2.957 0.086 -5.050
O 2.799 -0.432 -6.127
C 1.762 0.437 -4.188
C 0.581 0.854 -4.794
C -0.502 1.153 -3.982
C -0.384 0.998 -2.615
N 0.737 0.546 -2.022
C 1.783 0.270 -2.814
H 7.217 -0.034 -4.340
H 5.368 -0.837 -5.619
H 5.698 0.914 -5.813
H 4.204 0.925 -3.638
H 0.537 0.918 -5.870
H -1.432 1.497 -4.404
H -1.237 1.216 -1.975
H 2.683 -0.125 -2.344
*
```

Values from the calculation:
E_LUMO (spin up / spin down) = -7.92 / -7.92 eV
orbital gap (spin up / spin down) = 6.240 / 6.235 eV
HOMO (spin up / spin down) = -0.520 / -0.520 Ha



(4)
The following is a quantum chemistry calculation of a 18-piece molecular cluster, C23H44Cl34F3N4O overall, from the Open Molecules 2025 dataset.

Structure (ORCA input):
```
! wB97M-V def2-TZVPD RIJCOSX def2/J DEFGRID3
* xyz 1 1
C 3.562 0.099 1.963
C 2.122 -0.375 1.898
O 1.520 -0.385 3.195
C 1.233 0.530 1.015
N 0.615 1.588 1.812
C 1.108 2.788 2.128
N 2.299 3.225 1.676
N 0.256 3.462 2.920
C -0.771 2.677 3.068
N -0.609 1.523 2.402
C -1.587 0.449 2.302
F -2.460 0.735 1.329
F -1.025 -0.715 2.053
F -2.239 0.407 3.460
H 3.640 1.029 2.533
H 3.967 0.274 0.963
H 4.191 -0.650 2.446
H 2.087 -1.392 1.487
H 2.179 -0.678 3.834
H 0.470 -0.052 0.509
H 1.839 1.009 0.249
H 3.025 3.525 2.313
H 2.474 3.291 0.685
H -1.669 2.899 3.623
C -5.808 0.600 0.203
Cl -6.907 -0.715 0.641
Cl -6.348 2.158 0.832
H -4.834 0.380 0.619
H -5.763 0.659 -0.878
C 2.156 -0.660 -2.860
Cl 0.877 -1.105 -1.718
Cl 2.754 0.980 -2.577
H 2.978 -1.354 -2.727
H 1.751 -0.713 -3.863
C -1.831 0.593 -4.317
Cl -0.764 -0.432 -5.285
Cl -0.926 1.758 -3.339
H -2.481 1.141 -4.987
H -2.402 -0.043 -3.652
C 6.525 -0.114 -3.764
Cl 5.736 -1.666 -3.436
Cl 6.213 1.082 -2.503
H 7.594 -0.283 -3.807
H 6.150 0.271 -4.704
C -7.912 -3.935 -0.719
Cl -7.783 -4.770 -2.272
Cl -9.547 -3.310 -0.433
H -7.668 -4.634 0.069
H -7.227 -3.097 -0.727
C -11.959 -0.355 0.355
Cl -11.415 1.039 1.298
Cl -12.792 0.121 -1.127
H -11.089 -0.940 0.086
H -12.643 -0.935 0.963
C -8.085 -3.059 -5.546
Cl -9.125 -1.938 -6.433
Cl -6.438 -2.431 -5.360
H -8.505 -3.215 -4.561
H -8.026 -3.986 -6.102
C -7.955 -4.633 -9.136
Cl -9.691 -4.944 -9.159
Cl -7.110 -5.642 -7.948
H -7.549 -4.856 -10.115
H -7.796 -3.592 -8.876
C 5.956 3.193 1.546
Cl 6.652 1.606 1.861
Cl 5.288 3.955 3.012
H 6.722 3.861 1.173
H 5.158 3.089 0.820
C -7.412 -4.260 3.934
Cl -6.907 -5.956 3.938
Cl -8.397 -3.864 2.521
H -7.995 -4.073 4.827
H -6.522 -3.642 3.916
C -5.820 -7.884 6.977
Cl -4.161 -8.167 7.521
Cl -6.911 -7.508 8.314
H -5.817 -7.043 6.295
H -6.176 -8.780 6.484
C 8.720 6.566 0.281
Cl 6.981 6.226 0.451
Cl 9.636 5.871 1.610
H 9.047 6.122 -0.651
H 8.859 7.641 0.274
C 3.311 6.569 -0.770
Cl 2.662 7.391 -2.181
Cl 3.673 4.858 -1.112
H 4.237 7.048 -0.476
H 2.578 6.604 0.028
C 9.728 7.509 5.610
Cl 9.094 8.337 4.182
Cl 10.094 5.807 5.297
H 10.641 8.005 5.914
H 8.979 7.557 6.391
C 4.898 -3.992 2.008
Cl 4.624 -3.151 3.540
Cl 4.983 -2.883 0.636
H 5.837 -4.527 2.074
H 4.070 -4.670 1.842
C 1.205 -4.478 -0.692
Cl 1.266 -3.559 0.830
Cl 2.711 -4.338 -1.599
H 1.040 -5.520 -0.448
H 0.396 -4.083 -1.295
C 9.291 3.244 -3.508
Cl 10.035 1.656 -3.303
Cl 8.668 3.893 -1.984
H 10.035 3.930 -3.893
H 8.458 3.148 -4.194
*
```

Values from the calculation:
E_LUMO = -2.89 eV
orbital gap = 9.078 eV
HOMO = -0.440 Ha



(5)
The following is a quantum chemistry calculation of a 3-piece molecular cluster, C4H14NO3 overall, from the Open Molecules 2025 dataset.

Structure (ORCA input):
```
! wB97M-V def2-TZVPD RIJCOSX def2/J DEFGRID3
* xyz 1 1
O -0.044 -0.916 -1.976
C -0.913 -0.355 -1.342
C -0.653 -0.088 0.193
C -1.183 1.255 0.618
C -2.702 1.549 0.458
N 0.857 -0.190 0.295
H -1.826 0.117 -1.789
H -0.942 -0.900 0.792
H -0.654 2.011 0.114
H -1.004 1.300 1.789
H -3.333 0.594 0.291
H -3.083 2.087 1.355
H -2.789 2.024 -0.599
H 1.356 0.652 -0.238
H 1.004 -1.025 -0.259
H 1.200 0.053 1.186
H 2.467 -2.578 2.156
H 2.022 -3.074 0.908
O 1.813 -2.325 1.503
H 2.595 -0.096 -2.575
H 3.382 0.072 -1.311
O 2.429 -0.166 -1.571
*
```

Values from the calculation:
ΔE to the lowest compared entry with this formula, charge and spin = 209.58 kJ/mol
E_LUMO = -3.33 eV
orbital gap = 10.929 eV
HOMO = -0.524 Ha



(6)
The following is a quantum chemistry calculation of C6H9N as an isolated structure, from the Open Molecules 2025 dataset.

Structure (ORCA input):
```
! wB97M-V def2-TZVPD RIJCOSX def2/J DEFGRID3
* xyz 0 1
C 1.859 0.464 0.123
N 0.963 -0.553 -0.423
C 0.078 -1.156 0.558
C -1.005 -0.158 0.814
C -0.976 0.927 -0.241
C -0.266 -0.094 -1.137
C -1.050 -1.224 -0.398
H 1.381 1.194 0.799
H 2.335 1.012 -0.696
H 2.647 -0.037 0.695
H 0.397 -1.895 1.282
H -1.640 -0.212 1.695
H -0.503 1.877 0.005
H -1.975 1.098 -0.672
H -0.143 0.073 -2.211
H -2.102 -1.317 -0.192
*
```

Values from the calculation:
ΔE to the lowest compared entry with this formula, charge and spin = 415.84 kJ/mol
E_LUMO = 1.11 eV
orbital gap = 9.491 eV
HOMO = -0.308 Ha



(7)
The following is a quantum chemistry calculation of a 2-piece molecular cluster, CBrFN2O2 overall, from the Open Molecules 2025 dataset.

Structure (ORCA input):
```
! wB97M-V def2-TZVPD RIJCOSX def2/J DEFGRID3
* xyz 0 1
C -0.136 -1.188 -0.025
N 0.797 -1.892 0.000
N -0.805 0.040 -0.026
O -1.947 0.217 0.279
O 0.053 0.939 -0.352
F 1.925 -1.700 0.823
Br 0.113 3.583 -0.698
*
```

Values from the calculation:
ΔE to the lowest compared entry with this formula, charge and spin = 425.52 kJ/mol
E_LUMO (spin up / spin down) = -2.91 / -3.16 eV
orbital gap (spin up / spin down) = 7.582 / 7.771 eV
HOMO (spin up / spin down) = -0.386 / -0.402 Ha



Let's list maximum force in order: 0.1074 0.0107 0.0666 0.0126 0.1027 0.0354 0.0697 Eh/bohr.